No. 1
A molecular structure, C6H7NO. Source: OMol25; level of theory: ωB97M-V/def2-TZVPD.

The maximum force comes out at 0.0964 hartree/bohr. As for the LUMO energy: 0.810 eV. The calculation puts the HOMO energy at -8.94 eV. The frontier orbital gap comes out at 9.7448 eV. For the energy relative to the best compared isomer or geometry (same formula, charge and spin), the calculation gives 101.39 kcal per mole.

The geometry in ORCA input format:
```
! RIJCOSX wB97M-V def2-TZVPD def2/J DEFGRID3
* xyz 0 1
C 1.760 0.095 -0.017
C 1.145 -1.227 -0.213
C -1.198 -0.734 -0.013
C -1.588 0.691 -0.238
C -0.591 1.507 -0.018
C 0.531 0.586 0.708
H 1.736 -2.055 0.317
H 0.759 -1.164 -1.173
H -0.738 -1.130 -1.303
H -1.994 -1.444 0.473
H -2.607 0.955 -0.670
H -0.493 2.635 -0.076
H 0.586 1.209 1.708
N 0.028 -0.774 0.719
O 2.665 0.851 -0.204
*
```

No. 2
2 unconnected molecules or ions with the total composition C4H12. Source: OMol25; level of theory: ωB97M-V/def2-TZVPD.

The maximum force comes out at 0.0262 hartree/bohr. As for the LUMO energy: 1.169 eV. The calculation puts the HOMO energy at -11.57 eV. The frontier orbital gap comes out at 12.7427 eV. For the energy relative to the best compared isomer or geometry (same formula, charge and spin), the calculation gives 6.35 kcal per mole. Its SMILES is CC.CC.

The geometry in ORCA input format:
```
! RIJCOSX wB97M-V def2-TZVPD def2/J DEFGRID3
* xyz 0 1
C -1.009 1.088 -1.670
C -0.482 -0.230 -2.211
H -1.830 1.461 -2.284
H -1.331 1.043 -0.634
H -0.249 1.870 -1.736
H -1.216 -0.799 -2.793
H -0.059 -0.924 -1.494
H 0.260 -0.067 -2.999
C 0.581 -0.713 1.269
C 0.913 -0.174 2.650
H 0.320 -1.752 1.291
H -0.294 -0.278 0.789
H 1.392 -0.642 0.543
H 0.535 -0.803 3.454
H 0.446 0.800 2.809
H 1.981 -0.044 2.782
*
```

No. 3
2 unconnected molecules or ions with the total composition C3H11N2O. Source: OMol25; level of theory: ωB97M-V/def2-TZVPD.

The maximum force comes out at 0.0318 hartree/bohr. As for the LUMO energy: -3.121 eV. The calculation puts the HOMO energy at -11.95 eV. The frontier orbital gap comes out at 8.8260 eV. For the energy relative to the best compared isomer or geometry (same formula, charge and spin), the calculation gives 49.61 kcal per mole.

The geometry in ORCA input format:
```
! RIJCOSX wB97M-V def2-TZVPD def2/J DEFGRID3
* xyz 1 1
C 1.599 -1.061 0.532
C 0.355 -0.230 0.537
C -0.786 -0.496 1.237
N -1.439 -1.684 1.158
N 0.469 1.107 -0.047
H 2.252 -0.729 1.347
H 2.129 -1.060 -0.418
H 1.337 -2.073 0.843
H -1.195 0.242 1.933
H -1.538 -2.089 0.241
H -2.319 -1.731 1.648
H 1.419 1.493 -0.012
H -0.148 1.827 0.354
H 0.171 1.215 -1.050
H -1.127 1.771 -2.960
H 0.247 2.397 -3.146
O -0.231 1.763 -2.596
*
```

No. 4
5 unconnected molecules or ions with the total composition C13H36N2O5. Source: OMol25; level of theory: ωB97M-V/def2-TZVPD.

The maximum force comes out at 0.0240 hartree/bohr. As for the LUMO energy: 0.322 eV. The calculation puts the HOMO energy at -9.62 eV. The frontier orbital gap comes out at 9.9378 eV. For the energy relative to the best compared isomer or geometry (same formula, charge and spin), the calculation gives 0.00 kcal per mole. Its SMILES is NC(N)=O.CC(C)O.CC(C)O.CC(C)O.CC(C)O.

The geometry in ORCA input format:
```
! RIJCOSX wB97M-V def2-TZVPD def2/J DEFGRID3
* xyz 0 1
N -0.764 1.815 -0.772
C -0.986 0.795 0.137
N -0.469 -0.429 -0.225
O -1.648 0.963 1.154
H -0.868 2.750 -0.420
H -0.037 1.687 -1.459
H -0.704 -1.131 0.454
H 0.364 -0.456 -0.795
C 4.704 2.851 -1.310
C 3.396 3.217 -0.618
C 2.377 3.762 -1.578
O 2.823 2.050 0.019
H 4.529 2.050 -2.030
H 5.443 2.523 -0.579
H 5.100 3.725 -1.829
H 3.602 3.954 0.165
H 2.718 4.711 -2.001
H 1.415 3.963 -1.110
H 2.214 3.103 -2.437
H 3.421 1.801 0.732
C -3.079 -1.975 5.455
C -2.259 -0.853 4.863
C -1.181 -1.411 3.947
O -3.136 0.000 4.117
H -2.448 -2.639 6.047
H -3.555 -2.541 4.652
H -3.882 -1.592 6.088
H -1.802 -0.242 5.650
H -0.476 -2.024 4.514
H -0.582 -0.633 3.468
H -1.691 -1.993 3.178
H -2.686 0.233 3.296
C 3.723 -1.466 -0.051
C 3.468 -1.007 -1.495
C 3.344 -2.163 -2.438
O 2.281 -0.228 -1.589
H 4.765 -1.350 0.246
H 3.484 -2.524 0.112
H 3.063 -0.944 0.645
H 4.333 -0.407 -1.803
H 3.313 -1.875 -3.489
H 2.446 -2.758 -2.251
H 4.192 -2.840 -2.302
H 2.453 0.619 -1.146
C -5.363 -0.334 -2.547
C -4.057 -0.635 -1.842
C -3.724 -2.120 -1.843
O -3.007 0.068 -2.537
H -5.621 -1.085 -3.301
H -5.319 0.640 -3.027
H -6.217 -0.353 -1.862
H -4.090 -0.268 -0.812
H -4.482 -2.702 -1.314
H -2.761 -2.259 -1.354
H -3.690 -2.463 -2.877
H -2.389 0.425 -1.892
*
```

No. 5
8 unconnected molecules or ions with the total composition C32H40F24O16. Source: OMol25; level of theory: ωB97M-V/def2-TZVPD.

The maximum force comes out at 0.0906 hartree/bohr. As for the LUMO energy: -0.171 eV. The calculation puts the HOMO energy at -11.30 eV. The frontier orbital gap comes out at 11.1283 eV. For the energy relative to the best compared isomer or geometry (same formula, charge and spin), the calculation gives 100.61 kcal per mole. Its SMILES is CCOC(=O)C(F)(F)F.CCOC(=O)C(F)(F)F.CCOC(=O)C(F)(F)F.CCOC(=O)C(F)(F)F.CCOC(=O)C(F)(F)F.CCOC(=O)C(F)(F)F.CCOC(=O)C(F)(F)F.CCOC(=O)C(F)(F)F.

The geometry in ORCA input format:
```
! RIJCOSX wB97M-V def2-TZVPD def2/J DEFGRID3
* xyz 0 1
C -9.549 10.048 -21.740
C -10.685 10.282 -22.782
O -10.481 11.578 -23.497
C -10.807 12.784 -22.896
O -11.412 12.902 -21.875
C -10.520 13.986 -23.789
F -11.658 14.412 -24.199
F -10.049 15.051 -23.148
F -9.634 13.780 -24.743
H -9.139 9.041 -21.668
H -9.831 10.320 -20.723
H -8.677 10.625 -22.049
H -11.690 10.262 -22.360
H -10.826 9.419 -23.433
C -12.503 4.181 -20.314
C -13.403 4.502 -21.563
O -14.728 4.282 -21.272
C -15.538 5.239 -20.869
O -15.259 6.435 -20.790
C -16.900 4.740 -20.302
F -17.092 5.155 -19.023
F -17.877 5.335 -21.052
F -17.007 3.469 -20.432
H -13.092 4.346 -19.412
H -11.678 4.873 -20.487
H -12.154 3.149 -20.360
H -13.031 3.992 -22.451
H -13.221 5.565 -21.724
C -12.188 6.325 -13.732
C -10.884 6.916 -14.254
O -10.266 6.192 -15.328
C -9.659 4.963 -15.065
O -9.558 4.419 -13.943
C -8.984 4.301 -16.339
F -7.870 3.682 -16.024
F -9.737 3.407 -17.002
F -8.640 5.152 -17.253
H -12.177 5.289 -13.394
H -13.005 6.399 -14.451
H -12.515 6.942 -12.895
H -10.135 7.052 -13.473
H -11.211 7.844 -14.724
C -7.364 7.916 -18.675
C -6.705 9.124 -17.980
O -5.305 9.090 -18.020
C -4.596 10.089 -17.416
O -5.122 11.003 -16.865
C -3.065 9.834 -17.467
F -2.411 10.770 -18.082
F -2.608 9.719 -16.201
F -2.870 8.655 -18.154
H -6.849 7.001 -18.381
H -7.141 8.109 -19.725
H -8.427 8.000 -18.452
H -6.969 8.993 -16.931
H -7.170 10.046 -18.330
C -11.464 8.063 -18.388
C -12.840 7.700 -18.867
O -13.412 6.479 -18.326
C -14.009 6.554 -17.104
O -14.053 7.512 -16.350
C -14.726 5.212 -16.675
F -14.740 4.255 -17.650
F -14.150 4.597 -15.633
F -15.933 5.523 -16.380
H -10.876 7.212 -18.734
H -11.184 8.133 -17.337
H -11.172 8.943 -18.960
H -12.876 7.618 -19.953
H -13.563 8.480 -18.629
C -16.799 2.632 -14.720
C -16.443 2.916 -13.251
O -17.641 2.687 -12.506
C -17.796 1.485 -11.841
O -16.916 0.650 -11.708
C -19.213 1.530 -11.280
F -19.729 0.276 -11.123
F -19.101 2.009 -10.026
F -20.051 2.299 -12.041
H -17.745 3.108 -14.975
H -16.927 1.550 -14.708
H -16.040 2.905 -15.454
H -16.146 3.962 -13.172
H -15.569 2.314 -13.000
C -15.264 8.706 -13.177
C -15.699 7.865 -11.997
O -16.647 8.611 -11.287
C -17.636 8.059 -10.514
O -17.707 6.852 -10.223
C -18.623 9.146 -9.966
F -19.154 8.773 -8.792
F -17.962 10.310 -9.760
F -19.665 9.350 -10.723
H -16.066 8.887 -13.891
H -14.415 8.206 -13.644
H -14.853 9.631 -12.774
H -14.797 7.795 -11.388
H -15.962 6.874 -12.365
C -16.866 8.859 -18.213
C -18.037 9.178 -17.235
O -18.192 8.309 -16.152
C -19.286 8.567 -15.349
O -20.008 9.493 -15.472
C -19.603 7.490 -14.269
F -19.396 8.047 -13.033
F -20.871 7.150 -14.263
F -18.837 6.428 -14.479
H -15.935 9.045 -17.677
H -16.775 9.570 -19.034
H -17.065 7.897 -18.684
H -18.905 9.207 -17.893
H -17.907 10.217 -16.931
*
```

No. 6
A molecular structure, C39H32Cl2GaGeIO3P. Source: OMol25; level of theory: ωB97M-V/def2-TZVPD.

The maximum force comes out at 0.0077 hartree/bohr. As for the LUMO energy: 2.287 eV. The calculation puts the HOMO energy at -3.83 eV. The frontier orbital gap comes out at 6.1193 eV. For the energy relative to the best compared isomer or geometry (same formula, charge and spin), the calculation gives 0.00 kcal per mole.

The geometry in ORCA input format:
```
! RIJCOSX wB97M-V def2-TZVPD def2/J DEFGRID3
* xyz -1 1
Ga 1.030 -1.632 0.560
I 1.636 -2.507 3.039
Cl 1.544 -0.196 -2.306
C 3.177 -0.871 -2.307
Cl 3.317 -2.165 -3.528
C 3.677 -1.424 -0.948
O 4.892 -1.461 -0.845
O 2.842 -1.796 -0.059
H 3.856 -0.088 -2.618
O 1.341 0.336 0.793
P 1.745 1.318 1.857
C 3.271 0.914 2.702
C 3.325 0.573 4.048
C 4.523 0.153 4.604
C 5.653 0.035 3.808
C 5.597 0.343 2.456
C 4.410 0.791 1.907
C 0.414 1.558 3.034
C 0.509 2.467 4.085
C -0.566 2.649 4.938
C -1.736 1.926 4.739
C -1.830 1.022 3.693
C -0.757 0.829 2.833
C 2.038 2.886 1.015
C 1.437 3.078 -0.225
C 1.614 4.275 -0.900
C 2.388 5.282 -0.338
C 2.994 5.090 0.896
C 2.824 3.891 1.571
H 2.429 0.602 4.653
H 4.560 -0.121 5.650
H 6.579 -0.326 4.239
H 6.464 0.207 1.824
H 4.360 1.015 0.847
H 1.420 3.035 4.239
H -0.492 3.354 5.757
H -2.576 2.067 5.407
H -2.736 0.451 3.539
H -0.831 0.102 2.027
H 0.851 2.281 -0.667
H 1.154 4.414 -1.870
H 2.527 6.216 -0.868
H 3.610 5.868 1.328
H 3.321 3.730 2.521
C -0.806 -1.964 0.302
Ge -1.837 -1.864 -1.265
C -1.688 -3.213 -2.717
C -0.464 -3.394 -3.360
C -0.296 -4.346 -4.353
C -1.362 -5.157 -4.723
C -2.585 -5.003 -4.089
C -2.742 -4.040 -3.099
C -1.658 -0.104 -2.151
C -1.532 0.070 -3.527
C -1.442 1.338 -4.089
C -1.485 2.463 -3.279
C -1.613 2.310 -1.904
C -1.691 1.040 -1.351
C -3.757 -1.907 -0.761
C -4.775 -1.648 -1.679
C -6.109 -1.643 -1.298
C -6.453 -1.901 0.023
C -5.455 -2.152 0.952
C -4.121 -2.149 0.561
H -0.989 -2.937 0.776
H 0.386 -2.786 -3.074
H 0.670 -4.460 -4.831
H -1.235 -5.909 -5.493
H -3.422 -5.637 -4.362
H -3.707 -3.940 -2.615
H -1.494 -0.801 -4.174
H -1.338 1.447 -5.163
H -1.421 3.453 -3.715
H -1.657 3.183 -1.261
H -1.778 0.926 -0.274
H -4.521 -1.437 -2.714
H -6.881 -1.438 -2.031
H -7.494 -1.899 0.325
H -5.715 -2.348 1.986
H -3.338 -2.324 1.292
*
```

No. 7
A molecular structure, C8H21AlO11S3. Source: OMol25; level of theory: ωB97M-V/def2-TZVPD.

The maximum force comes out at 0.0405 hartree/bohr. As for the LUMO energy: -14.010 eV. The calculation puts the HOMO energy at -16.44 eV. The frontier orbital gap comes out at 2.4285 eV. For the energy relative to the best compared isomer or geometry (same formula, charge and spin), the calculation gives 20.54 kcal per mole.

The geometry in ORCA input format:
```
! RIJCOSX wB97M-V def2-TZVPD def2/J DEFGRID3
* xyz 2 1
Al 2.170 1.613 2.536
O 0.150 1.015 1.035
H -0.810 1.023 0.845
O 3.223 -3.354 2.767
S 2.038 -2.654 3.071
O 2.006 -1.206 3.216
O 1.054 -2.989 1.862
C -0.238 -2.424 1.752
C -1.275 -3.543 1.712
C 1.137 -3.342 4.446
H -0.304 -1.903 0.787
H -0.507 -1.652 2.477
H -1.268 -4.062 2.671
H -0.991 -4.278 0.958
H -2.271 -3.196 1.443
H 1.760 -3.216 5.330
H 0.941 -4.386 4.216
H 0.202 -2.803 4.581
O 2.950 2.176 -0.182
S 2.294 2.561 -1.412
O 1.898 3.906 -1.613
O 3.209 2.028 -2.550
C 2.948 2.426 -3.937
C 3.671 3.716 -4.310
C 0.843 1.496 -1.585
H 1.876 2.584 -4.077
H 3.286 1.584 -4.532
H 4.733 3.469 -4.236
H 3.434 4.502 -3.602
H 3.490 3.928 -5.361
H 0.560 1.479 -2.634
H 0.095 1.955 -0.934
H 1.190 0.524 -1.234
C -4.316 0.445 0.753
C -2.919 0.281 0.144
O -3.219 -0.397 -1.071
S -4.593 0.143 -1.707
O -5.284 -0.951 -2.227
O -4.335 1.303 -2.470
O -5.248 0.580 -0.286
H -4.362 1.248 1.488
H -4.516 -0.499 1.275
H -2.286 -0.337 0.777
H -2.416 1.209 -0.179
*
```